This record from OMol25 describes a molecular structure, CaHO3S at a distorted geometry. The level of theory is ωB97M-V/def2-TZVPD.

```
! wB97M-V def2-TZVPD RIJCOSX def2/J DEFGRID3
* xyz 0 2
S -0.39841 0.14819 0.97540
O 0.60202 -1.00288 0.70808
O -1.21765 0.12978 -0.77437
Ca 1.87604 0.18687 -0.62816
O 0.57046 1.32645 0.70956
H -1.43245 -0.78842 -0.99052
*
```

Values from the calculation:
HOMO energy (spin up / spin down): -0.1383 / -0.3129 hartree
<S²>: 0.75
lowest unoccupied orbital energy (spin up / spin down): -1.685 / -1.819 eV



This record from OMol25 describes a molecular structure, C12H18B2F8LiO9 at a distorted geometry. The level of theory is ωB97M-V/def2-TZVPD.

```
! wB97M-V def2-TZVPD RIJCOSX def2/J DEFGRID3
* xyz -1 1
Li 1.24118 -0.87256 0.16671
B 3.40478 1.58698 -0.76348
F 2.30216 0.66124 -0.61161
F 3.68664 2.16598 0.48937
F 4.58759 0.99581 -1.18431
F 2.98691 2.52775 -1.72728
B 4.03707 -2.47965 0.07991
F 2.68015 -2.20125 0.34344
F 4.28293 -3.82252 0.41159
F 4.37265 -2.35787 -1.29643
F 4.82236 -1.60483 0.83291
C 1.70769 4.68790 3.12765
C 1.85127 3.21122 3.45329
C 0.73386 2.70194 4.38664
O 0.12824 1.63026 3.67219
C 0.80932 1.42036 2.52115
O 0.68602 0.50682 1.77984
O 1.66735 2.42035 2.30062
H 2.46803 5.00244 2.41434
H 1.81818 5.29181 4.02990
H 0.72199 4.86700 2.69684
H 2.82023 2.96681 3.89151
H -0.01729 3.48142 4.53935
H 1.05040 2.37347 5.37583
C -2.82085 0.61790 -4.81376
C -1.41455 0.38147 -4.35738
C -0.58170 1.65335 -4.11670
O -0.29420 1.67407 -2.75275
C -0.68139 0.51147 -2.17779
O -0.45346 0.18893 -1.07129
O -1.41822 -0.21774 -3.07876
H -3.28705 1.31514 -4.10569
H -3.48788 -0.24332 -4.77899
H -2.88294 1.10610 -5.78687
H -0.86274 -0.15661 -5.13366
H -1.14096 2.50396 -4.51258
H 0.33431 1.56145 -4.70136
C -3.42237 -4.80409 0.02183
C -3.05519 -3.35624 0.33639
C -3.16135 -2.95146 1.84077
O -1.86503 -2.49790 2.13996
C -1.03384 -2.66852 1.09712
O 0.08652 -2.27478 1.08357
O -1.64644 -3.26369 0.07432
H -3.26389 -5.02638 -1.03054
H -4.49362 -4.98487 0.18067
H -2.99195 -5.52894 0.71314
H -3.63914 -2.70309 -0.31111
H -3.50127 -3.85973 2.34063
H -3.87051 -2.13739 1.97088
*
```

Values from the calculation:
HOMO energy: -0.2623 hartree
lowest unoccupied orbital energy: 1.991 eV



This record from OMol25 describes a molecular structure, C4H8O2. The level of theory is ωB97M-V/def2-TZVPD.

```
! wB97M-V def2-TZVPD RIJCOSX def2/J DEFGRID3
* xyz 0 1
C 1.55041 -0.30852 -0.27652
C 0.40514 -0.15558 0.70319
C -0.47946 1.08988 0.67623
O -0.55468 1.51960 -0.63746
C -0.93779 -0.74780 0.40377
O -1.27503 -1.00586 -0.90264
H 2.00130 -1.30144 -0.19126
H 1.23951 -0.16885 -1.31314
H 2.32608 0.43290 -0.06042
H 0.71379 -0.36652 1.72804
H -1.56176 0.29228 0.85267
H -1.16733 2.26388 -0.65338
H -1.35494 -1.50079 1.07141
H -1.05700 -0.20054 -1.40360
*
```

Values from the calculation:
HOMO energy: -0.3000 hartree
ΔE to the lowest compared entry with this formula, charge and spin: 4.324 eV
lowest unoccupied orbital energy: 0.716 eV



Question: Number 1 is which compound?
Answer: CaHO3S